Entry 1:
A 2-piece molecular cluster, C3H11N4 overall in a non-equilibrium geometry. Source: the Open Molecules 2025 dataset; level of theory: ωB97M-V with the def2-TZVPD basis set.

Last column: Löwdin charge in e.
Atoms and positions in Å:
N (1.071, -0.592, -1.395)  0.02
N (0.432, -2.572, 1.808)  0.22
N (0.965, 1.765, -1.303)  -0.06
N (-1.601, -1.427, 1.333)  0.24
C (0.124, 2.866, -0.837)  -0.08
C (0.445, 0.573, -1.615)  -0.32
C (-0.286, -1.569, 1.319)  -0.13
H (0.555, 3.845, -1.160)  0.10
H (-2.018, -0.606, 1.044)  0.11
H (1.889, 1.764, -0.881)  0.14
H (0.389, -1.322, -1.626)  0.02
H (0.177, -0.861, 0.689)  0.09
H (0.013, 2.859, 0.250)  0.07
H (-0.878, 2.694, -1.276)  0.09
H (0.033, -3.151, 2.517)  0.13
H (-2.117, -2.082, 1.831)  0.12
H (1.314, -2.800, 1.411)  0.13
H (-0.508, 0.617, -2.111)  0.12

## Properties
LUMO energy = -3.88 eV
energy above the lowest of the compared OMol25 structures with the same formula, charge and spin = 29.06 kcal per mole
net charge = +1
molar mass = 103.15 g mol⁻¹
orbital gap = 8.38 eV
strongest force on any atom = 0.0682 Eh/bohr



Entry 2:
C21H59AsF6N7O6 as an isolated structure in a non-equilibrium geometry. Source: the Open Molecules 2025 dataset; level of theory: ωB97M-V with the def2-TZVPD basis set.

Last column: Löwdin charge in e.
Atoms and positions in Å:
As (0.749, 1.599, 0.858)  0.93
F (0.752, 3.405, 0.955)  -0.39
F (2.535, 1.810, 1.143)  -0.41
F (0.961, -0.194, 0.739)  -0.41
F (1.032, 1.692, -0.951)  -0.39
F (0.605, 1.344, 2.733)  -0.45
F (-1.026, 1.505, 0.638)  -0.38
O (4.387, 6.566, 0.853)  -0.06
O (-5.535, -1.617, 4.328)  -0.22
O (2.715, -2.700, -3.245)  -0.22
O (3.141, -4.287, 0.383)  -0.23
O (-2.118, 6.310, -0.650)  -0.21
O (-2.287, -1.321, -4.149)  -0.18
N (3.988, 4.414, 1.015)  0.17
N (-2.508, -0.796, -1.305)  0.05
N (5.461, -2.683, 0.014)  0.03
N (-2.481, 3.203, -0.577)  0.03
N (2.382, 5.721, 0.284)  0.18
N (1.711, -0.241, -3.742)  0.05
N (-1.906, -2.205, 3.712)  0.02
C (3.604, 0.828, -2.936)  -0.09
C (-6.767, -2.339, 4.247)  -0.13
C (3.224, -1.680, -2.370)  -0.14
C (5.518, -2.087, 2.334)  -0.05
C (1.767, -4.658, 0.440)  -0.08
C (3.513, -3.300, 1.254)  -0.25
C (-3.284, -1.190, -5.110)  -0.14
C (3.231, -4.079, -3.068)  -0.06
C (-3.115, -1.375, 3.716)  -0.40
C (-2.545, -2.269, -3.102)  -0.19
C (-1.848, -3.092, -0.751)  -0.07
C (-3.139, 4.193, 0.264)  -0.43
C (3.087, -0.472, -3.359)  -0.47
C (-2.249, 5.378, 0.480)  -0.18
C (-3.365, 3.378, 1.541)  -0.07
C (-1.750, -1.972, -1.779)  -0.40
C (-2.849, -0.275, 2.626)  -0.06
C (5.064, -3.138, 1.314)  -0.42
C (-4.432, -2.119, 3.488)  -0.15
C (3.603, 5.617, 0.697)  -0.80
C (-1.448, 7.544, -0.477)  -0.13
H (4.693, 0.872, -2.922)  0.07
H (-3.993, -2.017, -5.164)  0.08
H (-3.782, 2.388, 1.352)  0.07
H (-3.591, -2.491, -2.895)  0.12
H (2.853, -4.742, -3.846)  0.07
H (-1.959, 0.292, 2.901)  0.06
H (-7.398, -1.817, 3.529)  0.08
H (-1.232, 5.169, 0.813)  0.12
H (5.200, -1.088, 2.037)  0.09
H (-2.850, -3.411, -0.461)  0.07
H (-2.211, -3.213, -3.533)  0.11
H (2.650, -1.651, -1.444)  0.13
H (-4.429, -3.182, 3.726)  0.11
H (3.168, -3.656, 2.225)  0.12
H (5.080, -3.129, -0.808)  0.04
H (5.277, -1.690, 0.044)  0.07
H (-6.683, -3.346, 3.837)  0.07
H (-1.091, -1.650, 3.929)  0.07
H (-2.201, 8.274, -0.774)  0.07
H (5.065, -2.380, 3.281)  0.07
H (2.911, -2.424, 1.014)  0.12
H (-1.771, -2.550, 2.773)  0.05
H (4.294, -4.004, -3.297)  0.08
H (-7.256, -2.484, 5.211)  0.07
H (-1.239, -3.843, -1.254)  0.07
H (-3.980, 4.040, 2.150)  0.06
H (4.296, -1.763, -2.189)  0.10
H (-2.121, 2.431, -0.033)  -0.01
H (-2.544, -0.212, -2.129)  0.06
H (-0.710, -1.664, -1.889)  0.13
H (-2.716, -1.072, -6.033)  0.09
H (-0.552, 7.667, -1.085)  0.07
H (1.308, 0.399, -3.072)  0.05
H (-3.644, 0.459, 2.758)  0.06
H (1.845, 4.870, 0.371)  0.07
H (-4.068, 4.482, -0.228)  0.12
H (2.034, 6.645, 0.072)  0.11
H (-1.415, -2.884, 0.227)  0.06
H (1.332, -1.121, -3.421)  0.04
H (3.583, -0.676, -4.308)  0.12
H (3.384, 3.620, 1.170)  0.07
H (-3.944, -0.327, -5.020)  0.08
H (6.604, -2.162, 2.387)  0.07
H (1.683, -4.957, -0.605)  0.07
H (3.315, 1.058, -1.910)  0.07
H (-2.782, 5.880, 1.287)  0.11
H (-1.652, 3.619, -0.977)  0.06
H (5.280, -4.194, 1.478)  0.13
H (3.137, 1.657, -3.469)  0.09
H (-2.822, -0.657, 1.606)  0.06
H (-2.470, 3.132, 2.112)  0.08
H (1.686, -5.452, 1.181)  0.09
H (-4.791, -1.947, 2.473)  0.12
H (4.947, 4.425, 1.335)  0.11
H (3.055, -4.557, -2.104)  0.05
H (0.996, -3.899, 0.576)  0.08
H (-3.087, -0.787, 4.634)  0.13
H (-1.227, 7.650, 0.585)  0.08
H (-1.845, -0.345, -0.691)  0.04

## Properties
2S+1 = 2
LUMO energy (alpha / beta) = 4.03 / 4.03 eV
net charge = -2
molar mass = 694.66 g mol⁻¹
orbital gap (alpha / beta) = 2.86 / 7.39 eV
strongest force on any atom = 0.0635 Eh/bohr